Entry 1:
Density functional theory data (the ωB97M-V functional and the def2-TZVPD basis) for 14 unconnected molecules or ions with the total composition C30H89NO27 in a non-equilibrium geometry.

Computed properties:
HOMO-LUMO gap ... 8.631 eV
Max |F| ... 3.6 eV Å⁻¹
Total charge ... 0

Element x y z (Å)
1 C -11.845 7.399 -11.861
2 C -12.819 7.480 -12.995
3 C -13.158 8.945 -13.332
4 O -14.151 9.050 -14.357
5 C -15.021 10.190 -14.158
6 N -12.203 6.927 -14.205
7 H -11.363 6.429 -11.701
8 H -12.352 7.575 -10.906
9 H -10.977 8.058 -11.904
10 H -13.730 6.888 -12.831
11 H -12.336 9.622 -13.581
12 H -13.697 9.319 -12.450
13 H -14.450 11.110 -14.030
14 H -15.505 9.896 -13.222
15 H -15.727 10.155 -14.981
16 H -12.327 5.917 -14.161
17 H -12.737 7.183 -15.026
18 C -15.491 13.495 -13.063
19 C -15.230 14.923 -13.591
20 O -15.031 14.901 -15.035
21 O -14.325 12.749 -12.757
22 H -16.102 12.940 -13.777
23 H -16.129 13.627 -12.178
24 H -14.469 15.440 -13.009
25 H -16.158 15.502 -13.526
26 H -15.929 14.684 -15.302
27 H -14.009 13.152 -11.939
28 C -19.202 13.277 -14.734
29 C -18.188 12.127 -14.593
30 O -17.895 11.508 -15.830
31 O -18.694 14.329 -15.532
32 H -19.447 13.598 -13.721
33 H -20.126 12.902 -15.187
34 H -18.614 11.398 -13.901
35 H -17.320 12.491 -14.031
36 H -17.441 12.119 -16.418
37 H -18.430 13.919 -16.362
38 C -8.316 4.968 -12.311
39 C -7.027 5.772 -12.468
40 O -5.991 5.020 -13.043
41 O -8.298 4.059 -11.221
42 H -8.463 4.387 -13.231
43 H -9.220 5.583 -12.255
44 H -6.793 6.117 -11.458
45 H -7.344 6.599 -13.104
46 H -5.524 4.419 -12.463
47 H -8.318 3.161 -11.549
48 C -15.319 4.123 -13.800
49 C -15.445 3.684 -15.261
50 O -16.835 3.572 -15.527
51 O -14.040 4.501 -13.334
52 H -15.808 3.365 -13.171
53 H -16.082 4.897 -13.633
54 H -14.900 2.742 -15.336
55 H -14.966 4.416 -15.912
56 H -17.076 4.365 -16.014
57 H -14.113 5.300 -12.807
58 C -18.379 7.032 -13.761
59 C -18.845 8.419 -13.317
60 O -17.885 9.010 -12.466
61 O -17.014 7.117 -14.238
62 H -18.968 6.465 -14.472
63 H -18.275 6.439 -12.844
64 H -19.826 8.187 -12.879
65 H -18.998 9.195 -14.075
66 H -18.294 9.549 -11.787
67 H -16.531 7.587 -13.547
68 C -18.212 8.157 -17.732
69 C -18.110 6.652 -17.661
70 O -16.865 6.241 -17.119
71 O -18.677 8.605 -16.441
72 H -18.961 8.542 -18.428
73 H -17.274 8.676 -17.940
74 H -18.207 6.254 -18.672
75 H -18.917 6.277 -17.022
76 H -16.741 6.774 -16.313
77 H -18.125 9.324 -16.128
78 C -14.110 11.488 -10.204
79 C -15.318 12.337 -10.577
80 O -15.042 13.724 -10.544
81 O -13.170 11.501 -11.275
82 H -14.412 10.458 -10.022
83 H -13.610 11.893 -9.319
84 H -16.173 12.143 -9.919
85 H -15.650 11.949 -11.549
86 H -15.858 14.228 -10.579
87 H -13.251 12.304 -11.799
88 C -5.345 8.986 -10.680
89 C -6.808 9.426 -10.670
90 O -7.687 8.312 -10.434
91 O -4.774 8.985 -11.996
92 H -5.134 8.100 -10.087
93 H -4.901 9.862 -10.200
94 H -7.093 9.903 -11.617
95 H -7.050 10.229 -9.962
96 H -8.552 8.709 -10.604
97 H -4.987 8.106 -12.337
98 C -10.551 11.712 -8.472
99 C -10.756 10.250 -8.852
100 O -11.080 9.969 -10.181
101 O -9.710 11.872 -7.339
102 H -11.428 12.374 -8.419
103 H -10.050 12.273 -9.272
104 H -11.568 9.796 -8.252
105 H -9.902 9.631 -8.568
106 H -11.791 10.514 -10.561
107 H -10.159 11.466 -6.590
108 C -13.560 8.421 -17.747
109 C -12.967 7.969 -19.049
110 O -12.489 6.649 -18.918
111 O -12.518 8.661 -16.807
112 H -14.329 7.759 -17.328
113 H -14.191 9.320 -17.847
114 H -12.085 8.596 -19.242
115 H -13.648 8.156 -19.877
116 H -11.918 6.570 -18.149
117 H -12.896 8.777 -15.924
118 C -10.899 12.083 -16.627
119 C -11.984 11.709 -15.606
120 O -12.237 12.784 -14.732
121 O -11.359 13.068 -17.550
122 H -10.524 11.181 -17.101
123 H -10.178 12.585 -15.970
124 H -11.652 10.808 -15.077
125 H -12.914 11.452 -16.132
126 H -13.153 12.792 -14.421
127 H -12.135 13.441 -17.111
128 C -15.707 7.547 -10.439
129 C -15.733 6.915 -9.034
130 O -17.071 6.981 -8.454
131 O -14.753 6.906 -11.237
132 H -15.552 8.631 -10.332
133 H -16.714 7.547 -10.857
134 H -14.924 7.220 -8.369
135 H -15.662 5.833 -9.166
136 H -17.273 6.082 -8.199
137 H -13.872 7.143 -10.932
138 C -9.148 9.020 -14.633
139 C -7.817 9.601 -15.091
140 O -8.000 10.324 -16.271
141 O -9.379 7.773 -15.311
142 H -10.013 9.659 -14.825
143 H -9.207 8.717 -13.580
144 H -7.005 8.868 -15.019
145 H -7.408 10.321 -14.374
146 H -8.389 9.822 -16.993
147 H -10.329 7.605 -15.313


Entry 2:
Density functional theory data (the ωB97M-V functional and the def2-TZVPD basis) for a molecular structure, C12H31ClMgN7O4 in a non-equilibrium geometry.

Computed properties:
HOMO-LUMO gap ... 3.706 eV
Max |F| ... 4.8 eV Å⁻¹
Total charge ... +1

Element x y z (Å)
1 Mg -1.639 1.043 4.366
2 Cl 0.026 1.136 2.740
3 C -0.423 4.395 -0.129
4 O -0.521 5.475 -0.690
5 N -0.972 4.166 1.103
6 N 0.432 3.393 -0.439
7 H -1.621 4.851 1.453
8 H -1.023 3.205 1.389
9 H 0.715 2.710 0.238
10 H 1.098 3.534 -1.183
11 C 0.186 2.333 6.381
12 O -0.728 1.547 6.039
13 N 0.222 2.984 7.563
14 N 1.403 2.356 5.779
15 H -0.571 2.909 8.179
16 H 1.016 3.567 7.744
17 H 1.500 1.812 4.935
18 H 2.054 3.007 6.173
19 C 3.021 0.422 -0.344
20 O 3.318 1.126 -1.323
21 N 2.882 0.927 0.896
22 N 2.399 -0.777 -0.470
23 H 3.324 1.810 1.091
24 H 1.991 0.688 1.285
25 H 2.074 -1.174 -1.334
26 H 2.093 -1.099 0.431
27 C 1.460 -1.581 -3.717
28 C 0.152 -1.935 -3.033
29 C 0.432 -3.313 -2.358
30 C -0.715 -3.841 -1.408
31 C -1.274 -2.792 -0.437
32 C -1.497 -1.402 -1.085
33 N -0.360 -1.071 -1.957
34 O -0.347 0.251 -2.426
35 C -2.947 -1.370 -1.756
36 C -1.496 -0.434 0.076
37 C -0.889 -2.051 -4.189
38 H 2.080 -2.422 -4.038
39 H 2.171 -0.982 -3.140
40 H 1.422 -1.069 -4.681
41 H 0.524 -4.045 -3.159
42 H 1.376 -3.211 -1.820
43 H -0.518 -4.835 -1.008
44 H -1.493 -4.106 -2.134
45 H -0.603 -2.846 0.430
46 H -2.162 -3.121 0.111
47 H -3.130 -0.374 -2.162
48 H -3.010 -2.088 -2.571
49 H -3.801 -1.613 -1.123
50 H -0.718 -0.753 0.771
51 H -1.210 0.592 -0.170
52 H -2.474 -0.355 0.552
53 H -0.482 -2.599 -5.042
54 H -1.181 -1.084 -4.603
55 H -1.840 -2.545 -3.990
56 H 0.276 0.651 -1.806


Entry 3:
Density functional theory data (the ωB97M-V functional and the def2-TZVPD basis) for a molecular structure, C13H11Cl3N6O3Sn in a non-equilibrium geometry.

Computed properties:
HOMO-LUMO gap (spin up / spin down) ... 4.560 / 6.696 eV
Max |F| ... 2.6 eV Å⁻¹
Total charge ... +2

Element x y z (Å)
1 Sn -0.352 -0.263 0.388
2 Cl 4.398 2.859 -4.495
3 C 3.165 1.951 -3.789
4 C 3.318 1.499 -2.455
5 C 2.321 0.771 -1.872
6 Cl 2.418 0.224 -0.257
7 C 1.093 0.440 -2.567
8 O 0.204 -0.254 -2.036
9 C 0.981 0.951 -3.927
10 Cl -0.442 0.587 -4.760
11 C 1.996 1.677 -4.508
12 H 4.219 1.743 -1.912
13 H 1.882 2.057 -5.515
14 N 0.611 -5.762 -1.180
15 C 0.361 -5.824 0.129
16 N 0.128 -6.981 0.727
17 N 0.319 -4.736 0.882
18 C 0.395 -3.518 0.681
19 N 0.446 -2.341 0.633
20 H 0.640 -6.587 -1.755
21 H 0.828 -4.884 -1.621
22 H 0.132 -7.857 0.227
23 H -0.056 -6.990 1.719
24 C -2.655 4.680 1.775
25 N -2.109 3.499 2.397
26 C -2.351 3.145 3.673
27 C -2.041 1.924 4.176
28 C -1.519 0.889 3.280
29 O -1.371 -0.287 3.535
30 N -1.135 1.398 2.088
31 C -1.399 2.609 1.578
32 O -1.073 2.885 0.438
33 H -3.250 5.241 2.490
34 H -3.283 4.387 0.928
35 H -1.852 5.310 1.385
36 H -2.853 3.876 4.296
37 H -2.114 1.683 5.223


Entry 4:
Density functional theory data (the ωB97M-V functional and the def2-TZVPD basis) for 2 unconnected molecules or ions with the total composition C23H47BrN3O3PS in a non-equilibrium geometry.

Computed properties:
HOMO-LUMO gap ... 1.621 eV
Max |F| ... 8.9 eV Å⁻¹
Total charge ... 0

Element x y z (Å)
1 C 5.143 0.739 -1.931
2 O 5.989 -0.158 -1.127
3 C 5.493 -1.545 -1.128
4 C 5.629 -2.267 0.342
5 C 4.829 -1.501 1.555
6 C 3.374 -0.872 1.135
7 C 3.381 0.790 1.278
8 C 1.911 1.471 0.986
9 C 1.718 1.946 -0.605
10 C 0.808 0.782 -1.316
11 C 0.809 0.810 -2.957
12 C 0.944 -0.739 -3.492
13 C -0.421 -1.639 -3.326
14 C -0.602 -2.354 -1.862
15 N 0.339 -3.505 -1.586
16 N 1.151 -3.870 -2.648
17 C 2.328 -4.334 -2.046
18 S 3.550 -5.159 -1.137
19 P -0.676 -4.970 -1.224
20 O 0.013 -5.833 0.160
21 Br -0.472 -6.261 -3.135
22 H 5.597 0.774 -3.016
23 H 5.204 1.833 -1.490
24 H 3.994 0.450 -1.932
25 H 6.201 -2.152 -1.861
26 H 4.399 -1.668 -1.561
27 H 5.341 -3.420 0.329
28 H 6.789 -2.247 0.617
29 H 5.518 -0.593 1.889
30 H 4.675 -2.270 2.436
31 H 2.578 -1.295 1.911
32 H 2.993 -1.201 0.067
33 H 4.237 1.301 0.656
34 H 3.641 0.993 2.418
35 H 1.766 2.379 1.735
36 H 1.102 0.637 1.204
37 H 2.757 2.146 -1.129
38 H 1.095 2.958 -0.637
39 H -0.302 0.925 -0.954
40 H 1.168 -0.261 -0.862
41 H -0.181 1.356 -3.318
42 H 1.765 1.386 -3.319
43 H 1.193 -0.699 -4.659
44 H 1.888 -1.276 -2.998
45 H -1.332 -0.874 -3.434
46 H -0.587 -2.425 -4.205
47 H -1.702 -2.817 -1.852
48 H -0.551 -1.629 -0.944
49 H 0.886 -3.302 -0.708
50 H 0.692 -5.176 0.551
51 C -5.282 3.538 0.574
52 C -4.116 3.186 1.523
53 C -4.676 2.797 2.917
54 C -5.395 1.453 2.977
55 C -4.903 0.446 1.945
56 C -3.468 0.703 1.417
57 N -3.418 2.067 0.864
58 O -2.177 2.399 0.339
59 C -3.239 -0.315 0.267
60 C -2.441 0.403 2.534
61 C -3.294 4.488 1.748
62 H -4.913 3.855 -0.407
63 H -5.890 4.359 0.974
64 H -5.951 2.688 0.410
65 H -3.855 2.778 3.644
66 H -5.362 3.576 3.283
67 H -5.277 1.038 3.986
68 H -6.472 1.602 2.840
69 H -4.985 -0.565 2.366
70 H -5.602 0.462 1.100
71 H -3.914 -0.118 -0.574
72 H -3.429 -1.341 0.606
73 H -2.210 -0.287 -0.112
74 H -2.544 -0.633 2.882
75 H -2.560 1.048 3.410
76 H -1.411 0.517 2.181
77 H -3.921 5.273 2.193
78 H -2.903 4.898 0.811
79 H -2.453 4.320 2.430


Entry 5:
Density functional theory data (the ωB97M-V functional and the def2-TZVPD basis) for 2 unconnected molecules or ions with the total composition C2H9NSi in a non-equilibrium geometry.

Computed properties:
HOMO-LUMO gap (spin up / spin down) ... 6.509 / 8.431 eV
2S+1 ... 3
Max |F| ... 4.1 eV Å⁻¹
Expectation value of S² ... 2.002
Total charge ... 0

Element x y z (Å)
1 C -0.768 -1.117 -1.186
2 C -0.258 1.765 0.359
3 N 0.579 -0.989 1.489
4 Si 0.322 -0.098 -0.001
5 H -1.836 -0.744 -0.967
6 H -0.538 -0.906 -2.167
7 H -0.669 -2.280 -1.013
8 H 0.529 2.422 -0.054
9 H -1.225 1.972 -0.049
10 H -0.323 2.070 1.390
11 H 0.282 -2.001 1.273
12 H 1.604 -0.926 1.773
13 H 2.300 0.833 -0.846


Entry 6:
Density functional theory data (the ωB97M-V functional and the def2-TZVPD basis) for 2 unconnected molecules or ions with the total composition CFNO2S2 in a non-equilibrium geometry.

Computed properties:
HOMO-LUMO gap ... 8.718 eV
Max |F| ... 1.2 eV Å⁻¹
Total charge ... 0

Element x y z (Å)
1 C 2.412 -0.373 -0.046
2 N 3.543 -0.451 -0.229
3 O -1.954 -0.721 0.333
4 O -4.314 -0.138 0.101
5 F 0.702 1.432 0.187
6 S 0.759 -0.232 0.235
7 S -2.955 0.129 -0.259


Entry 7:
Density functional theory data (the ωB97M-V functional and the def2-TZVPD basis) for a molecular structure, C4H7FNO5PS2 in a non-equilibrium geometry.

Computed properties:
HOMO-LUMO gap ... 2.575 eV
Max |F| ... 2.7 eV Å⁻¹
Total charge ... -2

Element x y z (Å)
1 C 1.318 -0.225 -0.700
2 C 1.867 1.034 -0.076
3 O 3.309 0.995 -0.289
4 C 1.366 2.348 -0.685
5 S -0.359 2.345 -1.264
6 F -0.714 1.081 -2.877
7 N -1.150 1.833 0.248
8 C -2.175 1.199 0.140
9 S -3.178 0.008 -0.014
10 H 1.615 -0.288 -1.743
11 H 0.245 -0.318 -0.620
12 H 1.797 -1.063 -0.198
13 H 1.721 0.990 1.001
14 H 3.674 1.642 0.319
15 H 1.428 3.102 0.110
16 H 2.049 2.695 -1.452
17 O -2.742 -2.901 3.027
18 P -2.569 -3.480 1.622
19 O -1.555 -2.617 0.861
20 O -3.926 -3.474 0.919
21 O -2.023 -4.905 1.670


Entry 8:
Density functional theory data (the ωB97M-V functional and the def2-TZVPD basis) for a molecular structure, C13H33As3KN2OSbSe4.

Computed properties:
HOMO-LUMO gap ... 4.547 eV
Max |F| ... 0.7 eV Å⁻¹
Total charge ... -2

Element x y z (Å)
1 K -1.527 2.549 0.715
2 C -1.946 -0.462 -2.558
3 As -0.975 -0.141 -0.887
4 C -1.837 -1.552 0.174
5 C 0.679 -1.109 -1.418
6 C 1.750 -1.283 -0.316
7 C 3.158 -1.204 -0.901
8 C 1.612 -0.235 0.811
9 As 1.568 1.749 0.565
10 C 3.423 2.133 1.068
11 C 1.897 2.080 -1.378
12 C 1.554 -2.647 0.382
13 As 1.811 -4.420 -0.442
14 C 1.676 -4.178 -2.381
15 C 3.768 -4.537 -0.367
16 H -1.976 -1.527 -2.794
17 H -1.452 0.079 -3.366
18 H -2.951 -0.070 -2.417
19 H -1.658 -2.533 -0.270
20 H -2.904 -1.331 0.187
21 H -1.471 -1.511 1.199
22 H 1.089 -0.539 -2.257
23 H 0.375 -2.079 -1.821
24 H 3.355 -0.213 -1.305
25 H 3.319 -1.924 -1.704
26 H 3.902 -1.397 -0.122
27 H 2.411 -0.395 1.543
28 H 0.685 -0.404 1.369
29 H 3.594 3.204 0.962
30 H 4.132 1.576 0.453
31 H 3.554 1.872 2.119
32 H 2.847 1.706 -1.759
33 H 1.895 3.169 -1.462
34 H 1.085 1.698 -1.995
35 H 0.552 -2.692 0.810
36 H 2.240 -2.694 1.236
37 H 0.628 -4.142 -2.675
38 H 2.127 -5.071 -2.816
39 H 2.181 -3.292 -2.754
40 H 4.075 -4.502 0.678
41 H 4.258 -3.731 -0.914
42 H 4.064 -5.500 -0.783
43 Se -4.102 3.746 3.972
44 Sb -1.615 3.512 4.044
45 Se -0.654 4.973 2.271
46 Se -1.035 1.116 3.463
47 Se -0.764 4.083 6.240
48 C -4.755 3.792 -0.308
49 N -4.939 2.839 0.766
50 C -4.220 1.673 0.740
51 N -4.176 0.993 1.916
52 O -3.571 1.313 -0.263
53 H -5.617 4.458 -0.357
54 H -4.664 3.271 -1.259
55 H -3.866 4.414 -0.154
56 H -4.914 3.253 1.715
57 H -4.363 1.587 2.735
58 H -3.312 0.479 2.072